1.
Computed, not measured: an isolated ion of composition C5H4N and charge +1 at a distorted geometry, with the ωB97M-V functional and the def2-TZVPD basis.

Net charge = +1
Relative energy (zero: lowest compared OMol25 entry of this formula, charge and spin) = 506.17 kJ/mol
HOMO-LUMO gap (spin up / spin down) = 5.05 / 5.02 eV
Highest occupied orbital energy (spin up / spin down) = -14.09 / -14.08 eV
Largest force on an atom = 4.22 eV/Å

Last column: Löwdin charge in e.
Positions of all 10 atoms, in Å:
N (2.77583, -0.38075, 0.06539)  0.467
C (-1.67471, 0.07531, -0.02216)  -0.087
C (-0.50576, -0.82255, 0.00399)  0.086
C (0.44356, 0.30551, -0.15606)  -0.205
C (-0.55194, 0.98123, 0.39833)  0.164
C (1.86357, 0.33863, -0.20861)  -0.083
H (2.50975, 1.29683, -0.47353)  0.286
H (-2.03351, 0.08513, -1.02351)  0.138
H (-0.52387, -1.62742, 0.64961)  0.115
H (-2.30292, -0.25192, 0.76655)  0.119

---

2.
Computed, not measured: an isolated ion of composition C5H4N and charge +1 at a distorted geometry, with the ωB97M-V functional and the def2-TZVPD basis.

Net charge = +1
Relative energy (zero: lowest compared OMol25 entry of this formula, charge and spin) = 190.18 kJ/mol
HOMO-LUMO gap = 7.52 eV
Highest occupied orbital energy = -15.62 eV
Largest force on an atom = 5.92 eV/Å

Last column: Löwdin charge in e.
Positions of all 10 atoms, in Å:
N (-0.90311, 1.87508, -2.09799)  -0.073
C (-0.11018, 0.51305, -0.19234)  0.201
C (-0.29140, -0.59670, 0.32596)  0.008
C (0.02178, 1.63254, -1.12654)  -0.199
C (-0.40304, -1.77371, 0.94495)  0.243
C (-1.66838, 2.25362, -2.96527)  0.167
H (0.32087, 2.56072, -0.72512)  0.144
H (-1.26148, -2.40355, 0.47922)  0.160
H (0.90342, 1.15359, -1.66901)  0.205
H (0.34579, -2.20882, 1.67236)  0.145

---

3.
Computed, not measured: an isolated ion of composition C5H4N and charge +1 at a distorted geometry, with the ωB97M-V functional and the def2-TZVPD basis.

Net charge = +1
Relative energy (zero: lowest compared OMol25 entry of this formula, charge and spin) = 224.08 kJ/mol
HOMO-LUMO gap (spin up / spin down) = 9.29 / 7.30 eV
Multiplicity = 3
Highest occupied orbital energy (spin up / spin down) = -13.95 / -14.83 eV
Largest force on an atom = 3.87 eV/Å
⟨S²⟩ = 2.09

Last column: Löwdin charge in e.
Positions of all 10 atoms, in Å:
N (-1.04113, 0.58130, 0.75247)  0.185
C (-3.06266, 0.38926, -0.65134)  0.300
C (0.23405, 0.44675, 1.01524)  -0.080
C (1.78931, 0.56580, -0.97296)  0.125
C (-2.04446, 0.26512, 0.09817)  -0.080
C (0.94226, 0.30381, -0.06620)  0.012
H (0.79798, 0.41330, 2.01987)  0.196
H (-3.85691, -0.05950, -1.34636)  0.125
H (1.90621, 1.35200, -1.76002)  0.143
H (2.57657, 0.15297, -1.49050)  0.074

---

4.
Computed, not measured: an isolated ion of composition C5H4N and charge +1 at a distorted geometry, with the ωB97M-V functional and the def2-TZVPD basis.

Net charge = +1
Relative energy (zero: lowest compared OMol25 entry of this formula, charge and spin) = 315.20 kJ/mol
HOMO-LUMO gap (spin up / spin down) = 8.44 / 6.69 eV
Multiplicity = 3
Highest occupied orbital energy (spin up / spin down) = -14.69 / -15.61 eV
Largest force on an atom = 7.22 eV/Å
⟨S²⟩ = 2.06

Last column: Löwdin charge in e.
Positions of all 10 atoms, in Å:
N (-1.24436, 0.69177, -1.23693)  0.183
C (0.35128, -0.81564, 0.19851)  0.014
C (-0.48078, 0.04179, -0.46943)  0.162
C (-1.78723, 1.94292, -3.23743)  0.361
C (-1.77849, 1.36103, -2.14107)  -0.139
C (0.97477, -0.46944, 1.49837)  -0.047
H (1.54027, 0.37630, 1.39580)  0.064
H (0.52650, -1.83729, -0.18047)  0.160
H (0.24319, -0.06863, 2.23291)  0.125
H (1.65485, -1.22281, 1.93975)  0.117

---

5.
Computed, not measured: the molecule C5H4N2 at a distorted geometry, with the ωB97M-V functional and the def2-TZVPD basis.

Net charge = 0
Relative energy (zero: lowest compared OMol25 entry of this formula, charge and spin) = 325.79 kJ/mol
HOMO-LUMO gap = 9.92 eV
SMILES string = C#Cc1cn[nH]c1
Highest occupied orbital energy = -9.36 eV
Largest force on an atom = 1.20 eV/Å

Last column: Löwdin charge in e.
Positions of all 11 atoms, in Å:
N (-1.84637, 0.00671, -0.08044)  -0.018
N (-1.45034, 1.24970, -0.41734)  0.045
C (-0.14718, 1.24178, -0.22865)  -0.098
C (2.82920, -0.74448, 0.43560)  -0.003
C (0.30021, -0.02613, 0.22842)  -0.256
C (1.62747, -0.43231, 0.43023)  -0.104
C (-0.84223, -0.80010, 0.29066)  -0.030
H (2.87446, -0.55678, -0.65826)  0.056
H (-0.97580, -1.83298, 0.57779)  0.134
H (0.45664, 2.11349, -0.44854)  0.119
H (-2.82607, -0.21889, -0.12948)  0.155

---

6.
Computed, not measured: the molecule C5H4N2 at a distorted geometry, with the ωB97M-V functional and the def2-TZVPD basis.

Net charge = 0
Relative energy (zero: lowest compared OMol25 entry of this formula, charge and spin) = 370.26 kJ/mol
HOMO-LUMO gap (spin up / spin down) = 7.11 / 7.45 eV
Highest occupied orbital energy (spin up / spin down) = -7.71 / -7.92 eV
Largest force on an atom = 1.09 eV/Å

Last column: Löwdin charge in e.
Positions of all 11 atoms, in Å:
N (2.57461, -1.44798, -0.87593)  0.126
N (0.20009, 0.88668, -0.18131)  -0.009
C (-1.61581, -0.41369, 0.72688)  -0.123
C (-2.34351, -0.83978, 1.59457)  0.124
C (1.43062, 0.85116, -0.75277)  -0.138
C (2.05688, -0.40377, -0.88392)  -0.273
C (-0.69083, -0.09149, -0.29147)  -0.136
H (-0.02842, 1.66065, 0.44099)  0.169
H (-2.98158, -1.22724, 2.35984)  0.031
H (1.94525, 1.76970, -0.99324)  0.099
H (-0.54731, -0.74425, -1.14364)  0.128